Density functional theory data (ωB97M-V/def2-TZVPD) for a cluster of 15 separate species, C76H186BrN12O22 in total in a non-equilibrium geometry.

Each line ends with the Löwdin charge.
Element x y z (Å)
1 C 15.05 1.39 26.11  -0.05
2 C 13.69 1.75 26.74  -0.16
3 N 13.49 1.22 28.15  -0.25
4 C 14.53 1.95 29.11  0.05
5 C 12.07 1.61 28.63  -0.16
6 C 10.91 1.08 27.84  -0.06
7 C 13.64 -0.30 28.18  -0.06
8 C 13.61 -0.93 29.63  -0.14
9 O 12.25 -1.14 30.11  -0.23
10 C 12.26 -1.51 31.45  -0.12
11 H 15.91 1.71 26.71  0.08
12 H 15.10 1.98 25.21  0.08
13 H 15.16 0.35 25.77  0.09
14 H 12.87 1.35 26.13  0.12
15 H 13.48 2.81 26.90  0.13
16 H 14.11 1.85 30.10  0.06
17 H 14.48 3.02 28.85  0.11
18 H 15.56 1.58 29.04  0.11
19 H 12.11 2.72 28.57  0.13
20 H 12.01 1.31 29.69  0.12
21 H 10.06 1.40 28.46  0.09
22 H 10.80 0.00 27.87  0.06
23 H 10.71 1.40 26.81  0.08
24 H 14.64 -0.51 27.76  0.13
25 H 12.89 -0.76 27.55  0.13
26 H 14.13 -0.28 30.36  0.13
27 H 14.17 -1.87 29.58  0.13
28 H 12.96 -2.37 31.61  0.12
29 H 11.26 -1.90 31.63  0.03
30 H 12.54 -0.71 32.16  0.10
31 C 7.97 3.31 25.75  -0.05
32 C 6.83 3.63 26.70  -0.15
33 N 6.25 5.09 26.46  -0.21
34 C 7.35 6.16 26.78  0.05
35 C 5.67 5.25 25.07  -0.15
36 C 5.05 6.65 24.75  -0.03
37 C 5.08 5.24 27.48  -0.07
38 C 5.37 4.69 28.88  -0.20
39 O 6.63 5.15 29.29  -0.24
40 C 7.04 4.58 30.53  -0.06
41 H 8.80 4.01 25.88  0.09
42 H 7.67 3.36 24.71  0.07
43 H 8.39 2.35 25.97  0.06
44 H 7.18 3.53 27.70  0.09
45 H 5.96 2.96 26.57  0.14
46 H 7.80 6.38 25.84  0.10
47 H 8.00 5.83 27.58  0.10
48 H 6.74 7.04 26.98  0.10
49 H 4.91 4.47 25.06  0.13
50 H 6.46 4.96 24.41  0.11
51 H 4.20 6.79 25.43  0.07
52 H 4.68 6.77 23.73  0.09
53 H 5.78 7.41 25.02  0.07
54 H 4.24 4.62 27.16  0.14
55 H 4.73 6.27 27.55  0.12
56 H 5.57 3.59 28.82  0.12
57 H 4.60 5.03 29.64  0.16
58 H 7.98 5.07 30.77  0.08
59 H 7.19 3.51 30.46  0.07
60 H 6.32 4.80 31.32  0.09
61 C -1.07 5.25 36.45  -0.05
62 C -1.52 4.06 37.34  -0.11
63 N -0.67 3.98 38.70  -0.24
64 C -1.04 5.17 39.62  0.03
65 C -1.12 2.66 39.38  -0.13
66 C -0.45 2.44 40.73  -0.06
67 C 0.84 4.00 38.46  -0.09
68 C 1.43 2.85 37.62  -0.21
69 O 1.68 1.79 38.51  -0.21
70 C 2.27 0.67 37.83  -0.06
71 H -0.05 5.03 36.12  0.07
72 H -1.12 6.20 36.98  0.08
73 H -1.68 5.30 35.55  0.09
74 H -1.45 3.09 36.84  0.12
75 H -2.53 4.18 37.74  0.13
76 H -0.47 5.10 40.56  0.10
77 H -2.10 5.18 39.85  0.12
78 H -0.74 6.08 39.12  0.09
79 H -0.83 1.88 38.67  0.13
80 H -2.21 2.73 39.53  0.14
81 H -0.71 3.15 41.52  0.09
82 H 0.62 2.51 40.64  0.05
83 H -0.57 1.44 41.12  0.10
84 H 1.23 3.95 39.47  0.12
85 H 1.12 4.99 38.08  0.13
86 H 2.36 3.23 37.12  0.13
87 H 0.81 2.51 36.76  0.14
88 H 1.55 0.18 37.15  0.11
89 H 2.63 -0.10 38.52  0.08
90 H 3.12 1.00 37.19  0.08
91 C 10.74 -5.77 27.36  -0.06
92 C 9.66 -4.76 27.63  -0.17
93 N 9.45 -4.52 29.13  -0.21
94 C 10.76 -4.15 29.82  -0.01
95 C 8.38 -3.32 29.33  -0.13
96 C 8.86 -2.03 28.65  -0.05
97 C 8.89 -5.76 29.90  -0.05
98 C 7.81 -6.58 29.17  -0.22
99 O 6.60 -5.89 29.00  -0.23
100 C 5.53 -6.72 28.43  -0.04
101 H 11.71 -5.43 27.74  0.08
102 H 10.85 -5.94 26.30  0.09
103 H 10.56 -6.75 27.82  0.08
104 H 8.66 -5.06 27.31  0.13
105 H 9.98 -3.85 27.12  0.12
106 H 11.48 -4.94 30.01  0.11
107 H 10.41 -3.74 30.76  0.01
108 H 11.17 -3.34 29.24  0.08
109 H 8.30 -3.20 30.42  -0.04
110 H 7.49 -3.78 28.92  0.10
111 H 9.87 -1.75 28.97  0.05
112 H 8.19 -1.19 28.83  0.07
113 H 8.90 -2.18 27.57  0.08
114 H 8.51 -5.34 30.84  0.10
115 H 9.76 -6.36 30.13  0.13
116 H 7.69 -7.46 29.82  0.14
117 H 8.17 -6.93 28.21  0.11
118 H 5.17 -7.48 29.13  0.09
119 H 5.90 -7.23 27.52  0.10
120 H 4.76 -6.01 28.12  0.09
121 C 17.24 2.63 36.56  -0.03
122 C 16.20 3.74 36.02  -0.12
123 N 14.71 3.55 36.24  -0.23
124 C 14.22 2.47 35.25  0.03
125 C 14.51 3.12 37.74  -0.13
126 C 13.09 3.06 38.20  -0.07
127 C 13.97 4.83 35.97  -0.10
128 C 14.31 5.54 34.68  -0.23
129 O 15.15 6.60 35.01  -0.20
130 C 15.66 7.26 33.89  -0.09
131 H 17.41 2.65 37.65  0.08
132 H 18.22 2.78 36.10  0.08
133 H 16.91 1.62 36.33  0.06
134 H 16.32 3.79 34.93  0.12
135 H 16.44 4.73 36.41  0.12
136 H 14.28 2.88 34.23  0.10
137 H 13.18 2.25 35.48  0.07
138 H 14.81 1.57 35.43  0.04
139 H 15.17 3.80 38.32  0.14
140 H 14.92 2.11 37.88  0.12
141 H 13.00 2.63 39.21  0.10
142 H 12.51 2.42 37.52  0.07
143 H 12.59 4.06 38.34  0.07
144 H 14.20 5.55 36.79  0.15
145 H 12.91 4.55 35.98  0.13
146 H 13.40 5.97 34.26  0.13
147 H 14.73 4.86 33.95  0.12
148 H 16.27 6.55 33.34  0.09
149 H 16.26 8.10 34.22  0.10
150 H 14.83 7.61 33.28  0.09
151 C 7.13 5.40 36.44  -0.05
152 C 8.50 5.37 37.20  -0.16
153 N 8.38 5.44 38.69  -0.24
154 C 7.72 6.73 39.12  0.02
155 C 7.67 4.15 39.17  -0.15
156 C 7.50 4.08 40.68  -0.04
157 C 9.84 5.47 39.26  -0.05
158 C 10.60 6.80 39.08  -0.22
159 O 10.91 6.98 37.72  -0.22
160 C 11.87 8.03 37.44  -0.04
161 H 6.48 6.23 36.78  0.07
162 H 6.45 4.57 36.57  0.06
163 H 7.25 5.57 35.35  0.10
164 H 9.04 6.20 36.77  0.12
165 H 9.11 4.48 36.95  0.12
166 H 7.94 6.71 40.20  0.11
167 H 6.63 6.65 38.98  0.11
168 H 8.12 7.63 38.66  0.11
169 H 8.28 3.37 38.70  0.13
170 H 6.71 4.09 38.63  0.11
171 H 8.48 3.87 41.11  0.08
172 H 6.81 3.26 40.96  0.08
173 H 7.05 4.99 41.12  0.09
174 H 10.36 4.71 38.66  0.12
175 H 9.95 5.16 40.29  0.13
176 H 11.50 6.66 39.69  0.14
177 H 10.07 7.64 39.54  0.12
178 H 12.09 8.10 36.38  0.09
179 H 12.81 7.83 37.99  0.10
180 H 11.47 8.99 37.78  0.09
181 C 11.32 -0.17 35.78  -0.04
182 C 10.70 1.16 35.48  -0.14
183 N 9.51 1.11 34.42  -0.21
184 C 8.99 2.52 34.26  0.01
185 C 10.17 0.75 33.08  -0.14
186 C 9.22 0.66 31.88  -0.06
187 C 8.42 0.05 34.84  -0.07
188 C 7.88 0.10 36.28  -0.19
189 O 7.03 1.19 36.58  -0.21
190 C 6.32 1.07 37.79  -0.12
191 H 11.98 -0.15 36.64  0.10
192 H 11.92 -0.61 35.00  0.07
193 H 10.58 -0.91 36.10  0.07
194 H 11.37 1.82 34.94  0.08
195 H 10.24 1.65 36.34  0.11
196 H 8.66 2.84 35.25  0.07
197 H 8.10 2.51 33.63  0.10
198 H 9.85 3.14 33.91  0.08
199 H 10.59 -0.20 33.33  0.08
200 H 10.94 1.50 32.91  0.10
201 H 8.35 0.07 32.15  0.04
202 H 9.61 0.10 31.02  0.07
203 H 8.83 1.57 31.41  0.06
204 H 8.80 -0.96 34.66  0.05
205 H 7.60 0.24 34.13  0.10
206 H 8.64 0.00 37.06  0.11
207 H 7.31 -0.83 36.33  0.12
208 H 5.61 1.92 37.83  0.09
209 H 6.99 1.13 38.69  0.09
210 H 5.75 0.14 37.89  0.05
211 C 8.31 -2.15 42.30  -0.09
212 C 6.93 -2.78 42.07  -0.10
213 N 5.75 -1.70 41.83  -0.21
214 C 5.74 -1.40 40.31  0.03
215 C 4.45 -2.27 42.31  -0.18
216 C 3.95 -3.59 41.63  -0.03
217 C 6.10 -0.46 42.65  -0.12
218 C 5.09 0.61 42.64  -0.20
219 O 5.08 1.37 41.41  -0.22
220 C 3.93 2.28 41.44  -0.07
221 H 8.34 -1.51 43.19  0.07
222 H 8.59 -1.45 41.51  0.07
223 H 9.07 -2.92 42.37  0.10
224 H 6.60 -3.33 42.95  0.13
225 H 6.95 -3.37 41.15  0.08
226 H 5.57 -2.36 39.84  0.09
227 H 6.73 -1.03 40.06  0.09
228 H 4.97 -0.70 39.99  0.08
229 H 3.57 -1.63 42.20  0.12
230 H 4.58 -2.45 43.38  0.13
231 H 4.67 -4.40 41.78  0.08
232 H 3.80 -3.44 40.56  0.05
233 H 3.00 -3.93 42.06  0.09
234 H 7.07 -0.10 42.31  0.13
235 H 6.16 -0.80 43.70  0.15
236 H 5.30 1.35 43.42  0.13
237 H 4.09 0.20 42.78  0.12
238 H 3.68 2.76 42.36  0.08
239 H 3.08 1.66 41.14  0.08
240 H 4.07 3.01 40.65  0.07
241 C 4.48 -4.74 31.38  -0.05
242 C 5.01 -3.80 32.53  -0.14
243 N 4.58 -2.33 32.38  -0.20
244 C 5.35 -1.71 31.21  0.00
245 C 3.07 -2.12 32.00  -0.14
246 C 2.11 -2.54 33.10  -0.06
247 C 5.00 -1.60 33.78  -0.03
248 C 4.95 -0.10 33.88  -0.18
249 O 3.61 0.47 33.78  -0.20
250 C 3.55 1.90 33.75  -0.10
251 H 4.92 -5.74 31.41  0.08
252 H 4.82 -4.41 30.38  0.06
253 H 3.38 -4.81 31.40  0.08
254 H 6.10 -3.86 32.63  0.04
255 H 4.60 -4.15 33.48  0.12
256 H 5.10 -2.27 30.31  0.10
257 H 6.39 -1.84 31.50  0.04
258 H 5.08 -0.64 31.12  0.09
259 H 2.88 -2.76 31.12  0.12
260 H 3.05 -1.05 31.80  0.11
261 H 2.33 -3.53 33.52  0.08
262 H 1.10 -2.58 32.68  0.09
263 H 2.19 -1.86 33.94  0.06
264 H 6.11 -1.74 33.78  0.10
265 H 4.54 -2.16 34.59  0.09
266 H 5.54 0.40 33.12  0.11
267 H 5.35 0.17 34.87  0.11
268 H 2.50 2.21 33.78  0.09
269 H 4.05 2.34 32.86  0.09
270 H 4.04 2.34 34.62  0.07
271 N 14.66 -0.82 35.55  -0.60
272 O 15.10 0.16 36.23  -0.13
273 O 14.26 -0.63 34.38  -0.06
274 O 14.54 -1.87 36.12  0.04
275 N 6.53 0.87 28.50  -0.61
276 O 6.71 0.93 29.71  -0.06
277 O 5.41 0.59 28.05  -0.02
278 O 7.50 1.16 27.70  -0.11
279 N 3.80 -2.19 37.27  -0.57
280 O 3.55 -2.89 36.28  -0.01
281 O 3.54 -2.60 38.40  -0.03
282 O 4.46 -1.11 37.22  -0.10
283 C 9.05 -2.63 38.25  -0.04
284 C 9.23 -3.95 39.25  -0.66
285 O 8.55 -3.91 40.32  -0.13
286 O 10.10 -4.76 38.83  -0.05
287 H 9.47 -1.80 38.81  0.03
288 H 7.97 -2.37 38.19  0.03
289 H 9.53 -2.73 37.26  0.05
290 C 11.40 4.67 31.23  -0.03
291 C 12.12 3.73 32.22  -0.74
292 O 11.67 3.67 33.40  -0.11
293 O 13.02 2.99 31.76  -0.07
294 H 10.78 5.41 31.80  0.07
295 H 10.81 4.13 30.49  0.06
296 H 12.22 5.21 30.73  0.07
297 Br 8.72 -3.02 32.75  -0.01

## Properties
Charge   +3
E_HOMO   -0.3679 hartree
LUMO level   -5.3 eV
Frontier orbital gap   4.70 eV
E_tot   -7892.0765 a.u.



Density functional theory data (ωB97M-V/def2-TZVPD) for an isolated molecule of CH3N3S in a non-equilibrium geometry.

Each line ends with the Löwdin charge.
Element x y z (Å)
1 C -0.68 0.35 0.18  -0.29
2 N 0.38 1.35 -0.01  -0.10
3 N 1.50 0.82 -0.09  -0.44
4 N -0.06 -1.06 0.14  -0.35
5 S 1.68 -0.77 0.00  0.85
6 H -1.22 0.36 1.23  0.13
7 H -1.32 0.65 -0.79  0.14
8 H -0.28 -1.71 -0.66  0.06

## Properties
Charge   0
E_HOMO   -0.3192 hartree
LUMO level   0.7 eV
Frontier orbital gap   9.36 eV
Relative energy (zero: lowest compared OMol25 entry of this formula, charge and spin)   0.890 eV
E_tot   -602.2622 a.u.
SMILES   C1N=NSN1



Density functional theory data (ωB97M-V/def2-TZVPD) for a cluster of 2 separate species, CH7N2O in total in a non-equilibrium geometry.

Each line ends with the Löwdin charge.
Element x y z (Å)
1 N -2.42 0.25 -0.15  -0.02
2 H -1.74 0.37 0.58  -0.04
3 H -3.01 -0.56 -0.02  -0.01
4 H -1.89 0.08 -1.00  -0.01
5 N 0.44 0.19 0.45  -0.06
6 C 1.73 -0.35 -0.17  -0.66
7 O 2.80 -0.35 0.59  -0.34
8 H 0.81 0.53 1.33  0.02
9 H 0.04 0.97 -0.03  0.01
10 H 1.43 -1.39 -0.47  0.06
11 H 1.83 0.26 -1.11  0.06

## Properties
Charge   -1
E_HOMO   -0.0846 hartree
LUMO level   4.4 eV
Frontier orbital gap   6.74 eV
Relative energy (zero: lowest compared OMol25 entry of this formula, charge and spin)   0.621 eV
E_tot   -227.0269 a.u.



Density functional theory data (ωB97M-V/def2-TZVPD) for a structure of composition C22H37NOP2Sn in a non-equilibrium geometry.

Each line ends with the Löwdin charge.
Element x y z (Å)
1 Sn 0.24 -0.30 -0.22  0.86
2 P 2.80 -0.49 -0.67  0.71
3 P -2.53 0.04 -0.22  0.79
4 N -0.06 0.11 -2.08  -0.21
5 H 1.00 -1.09 0.86  -0.07
6 C 3.14 -2.02 -1.60  -0.24
7 H 4.23 -2.18 -1.65  0.05
8 H 2.73 -1.91 -2.62  0.06
9 H 2.65 -2.89 -1.13  0.02
10 C 3.86 -0.50 0.81  -0.26
11 H 4.92 -0.58 0.49  0.05
12 H 3.59 -1.37 1.46  0.05
13 H 3.71 0.42 1.39  0.05
14 C 3.34 0.88 -1.70  -0.25
15 H 4.44 0.91 -1.73  0.05
16 H 2.97 1.83 -1.31  0.05
17 H 2.95 0.77 -2.71  0.05
18 C -3.36 -1.33 -1.14  -0.26
19 H -4.46 -1.13 -1.14  0.05
20 H -3.14 -2.30 -0.66  0.04
21 H -2.95 -1.32 -2.17  0.06
22 C -3.30 -0.05 1.44  -0.25
23 H -4.39 -0.05 1.30  0.05
24 H -3.00 0.84 2.03  0.03
25 H -2.99 -0.96 1.96  0.03
26 C -3.21 1.51 -1.02  -0.25
27 H -4.28 1.49 -0.92  0.04
28 H -2.93 1.51 -2.06  0.05
29 H -2.81 2.40 -0.54  0.04
30 C -0.03 1.04 -3.01  -0.52
31 C 0.00 1.64 -5.41  -0.14
32 C -0.06 0.68 -4.40  -0.07
33 C -0.02 2.45 -2.73  -0.09
34 C 0.03 3.40 -3.75  -0.14
35 C 0.06 3.00 -5.09  -0.15
36 H 0.02 1.35 -6.42  0.07
37 H -0.10 -0.39 -4.66  0.09
38 H -0.03 2.77 -1.66  0.09
39 H 0.06 4.43 -3.49  0.08
40 H 0.10 3.77 -5.89  0.09
41 C -0.23 -2.81 0.94  -0.55
42 O -0.98 -2.50 -0.04  -0.17
43 C 0.62 -4.02 0.73  -0.03
44 H 1.12 -4.43 1.65  0.09
45 H 1.44 -3.88 -0.02  0.07
46 H -0.06 -4.84 0.35  0.13
47 C -0.78 -2.66 2.31  -0.04
48 H -1.83 -3.05 2.37  0.12
49 H -0.80 -1.60 2.69  0.08
50 H -0.18 -3.19 3.10  0.10
51 C 0.34 1.42 1.05  -0.29
52 C 0.10 1.28 2.54  -0.31
53 C 0.85 0.40 3.32  -0.11
54 C 0.55 0.13 4.65  -0.09
55 C -0.51 0.85 5.27  -0.09
56 C -1.29 1.75 4.50  -0.10
57 C -0.96 1.97 3.17  -0.09
58 H -0.38 2.11 0.60  0.03
59 H 1.38 1.74 0.88  0.05
60 H 1.71 -0.13 2.83  0.10
61 H 1.16 -0.56 5.24  0.10
62 H -0.78 0.63 6.32  0.10
63 H -2.10 2.31 4.99  0.11
64 H -1.53 2.73 2.58  0.12

## Properties
Charge   0
E_HOMO   -0.2027 hartree
LUMO level   -0.5 eV
Frontier orbital gap   5.01 eV
E_tot   -1887.2885 a.u.



Density functional theory data (ωB97M-V/def2-TZVPD) for an isolated molecule of C2H3N3O in a non-equilibrium geometry.

Each line ends with the Löwdin charge.
Element x y z (Å)
1 N -1.44 -0.47 -0.63  0.11
2 C -0.35 -0.34 0.23  -0.61
3 C 0.63 0.65 -0.25  -0.07
4 N 1.83 0.33 0.15  -0.10
5 N 2.83 -0.05 0.50  0.26
6 O -0.28 -0.91 1.30  0.07
7 H -2.06 -1.19 -0.22  0.10
8 H -1.69 0.47 -0.17  0.13
9 H 0.53 1.51 -0.90  0.12

## Properties
Charge   0
E_HOMO   -0.3375 hartree
LUMO level   0.5 eV
Frontier orbital gap   9.69 eV
Relative energy (zero: lowest compared OMol25 entry of this formula, charge and spin)   2.428 eV
E_tot   -317.4431 a.u.



Density functional theory data (ωB97M-V/def2-TZVPD) for an isolated molecule of C7H14O2 in a non-equilibrium geometry.

Each line ends with the Löwdin charge.
Element x y z (Å)
1 C 1.26 -0.90 -0.02  -0.58
2 C -0.01 0.22 -0.23  -0.29
3 C -1.04 -0.26 0.74  -0.16
4 C 2.26 -0.74 -1.16  -0.01
5 C 0.46 1.65 0.02  -0.06
6 C -2.34 0.69 0.56  -0.15
7 C -3.37 0.35 -0.19  -0.02
8 O 0.81 -2.23 -0.06  0.01
9 O 1.83 -0.70 1.24  0.01
10 H 2.53 -0.04 1.22  0.11
11 H 0.73 -2.53 0.85  0.11
12 H -0.35 0.09 -1.26  0.14
13 H -1.36 -1.27 0.49  0.11
14 H -0.69 -0.18 1.77  0.11
15 H -2.34 1.62 1.12  0.09
16 H 3.07 -1.46 -1.02  0.09
17 H 1.78 -0.95 -2.11  0.09
18 H 2.69 0.26 -1.18  0.07
19 H 1.34 1.88 -0.58  0.07
20 H -0.33 2.34 -0.26  0.08
21 H 0.70 1.80 1.07  0.09
22 H -3.38 -0.57 -0.75  0.06
23 H -4.28 0.94 -0.24  0.05

## Properties
Charge   0
E_HOMO   -0.3366 hartree
LUMO level   0.8 eV
Frontier orbital gap   9.95 eV
Relative energy (zero: lowest compared OMol25 entry of this formula, charge and spin)   1.209 eV
E_tot   -425.5608 a.u.
SMILES   C=CC[C@@H](C)C(C)(O)O



Which of these has the lowest E_HOMO?
C76H186BrN12O22



Which value of E_tot does entry 1 give?
-7892.0765 a.u.



Which formula does entry 2 have?
CH3N3S



The highest E_HOMO belongs to which entry?
CH7N2O